Entry 1:
{
  "formula": "C13H36O5",
  "method": "the ωB97M-V functional and the def2-TZVPD basis",
  "total_charge": 0,
  "smiles": "CC(C)O.CC(C)O.CC(C)O.CC(C)O.CO",
  "homo_energy_ev": -9.8,
  "largest_force_ha_per_bohr": 0.084,
  "e_tot_ha": -892.98406,
  "relative_energy_kj_mol": 227.90,
  "elements": ["C", "C", "C", "O", "H", "H", "H", "H", "H", "H", "H", "H", "C", "C", "C", "O", "H", "H", "H", "H", "H", "H", "H", "H", "C", "C", "C", "O", "H", "H", "H", "H", "H", "H", "H", "H", "C", "C", "C", "O", "H", "H", "H", "H", "H", "H", "H", "H", "C", "O", "H", "H", "H", "H"],
  "xyz": [[-0.231, 6.151, -4.549], [0.038, 5.601, -3.100], [-0.606, 4.238, -2.877], [1.377, 5.601, -2.816], [0.002, 5.393, -5.296], [0.254, 7.111, -4.725], [-1.247, 6.393, -4.862], [-0.280, 6.301, -2.328], [-0.398, 3.642, -3.766], [-1.689, 4.345, -2.935], [-0.276, 3.768, -1.951], [1.818, 4.749, -2.804], [2.322, -2.572, -2.229], [3.224, -2.812, -0.972], [3.614, -1.402, -0.435], [2.388, -3.487, -0.049], [1.421, -2.106, -1.828], [1.983, -3.554, -2.561], [2.773, -2.131, -3.117], [4.108, -3.443, -1.065], [4.077, -0.756, -1.181], [4.396, -1.635, 0.288], [2.842, -0.914, 0.158], [1.577, -2.991, 0.084], [-4.335, -7.371, 0.396], [-3.984, -6.921, -1.007], [-4.418, -7.778, -2.242], [-4.461, -5.660, -1.199], [-5.385, -7.515, 0.651], [-4.063, -6.642, 1.159], [-3.870, -8.331, 0.618], [-2.925, -6.668, -1.048], [-3.519, -8.329, -2.520], [-4.765, -7.185, -3.089], [-5.241, -8.461, -2.031], [-4.209, -5.272, -2.040], [3.560, 3.771, 4.375], [2.800, 5.005, 4.803], [1.693, 5.452, 3.819], [2.177, 4.907, 6.072], [4.331, 3.502, 5.096], [4.039, 3.912, 3.407], [2.866, 2.933, 4.307], [3.580, 5.722, 5.059], [0.813, 4.813, 3.749], [1.957, 5.514, 2.763], [1.505, 6.494, 4.078], [1.907, 5.779, 6.369], [-2.143, -0.953, 2.501], [-1.928, -1.998, 1.555], [-2.376, -0.031, 1.968], [-3.059, -1.146, 3.061], [-1.261, -0.803, 3.123], [-2.775, -2.227, 1.164]]
}

Entry 2:
{
  "formula": "C13H36O7",
  "method": "the ωB97M-V functional and the def2-TZVPD basis",
  "total_charge": 1,
  "homo_energy_ev": [-11.7, -11.6],
  "spin_multiplicity": 2,
  "largest_force_ha_per_bohr": 0.049,
  "e_tot_ha": -1043.09368,
  "elements": ["C", "C", "C", "O", "C", "H", "H", "H", "H", "H", "H", "H", "H", "C", "C", "C", "O", "C", "H", "H", "H", "H", "H", "H", "H", "H", "C", "O", "H", "H", "H", "H", "C", "O", "H", "H", "H", "H", "C", "O", "H", "H", "H", "H", "C", "O", "H", "H", "H", "H", "C", "O", "H", "H", "H", "H"],
  "xyz": [[3.769, -1.075, 0.453], [3.416, 0.380, 0.169], [2.762, 0.265, -1.242], [2.268, -1.032, -1.312], [2.636, -1.852, -0.184], [3.861, -1.205, 1.531], [4.741, -1.313, 0.021], [4.296, 1.020, 0.112], [2.661, 0.729, 0.873], [3.527, 0.397, -2.008], [2.009, 1.020, -1.467], [2.941, -2.877, -0.392], [1.791, -1.954, 0.498], [-2.299, 3.067, 0.216], [-1.489, 3.023, -1.030], [-0.176, 3.621, -0.549], [-0.612, 4.675, 0.256], [-1.591, 4.087, 1.065], [-2.340, 2.147, 0.799], [-3.298, 3.421, -0.039], [-1.929, 3.738, -1.726], [-1.450, 2.055, -1.529], [0.360, 4.071, -1.384], [0.452, 3.020, 0.109], [-2.303, 4.854, 1.370], [-1.063, 3.828, 1.983], [-0.282, -4.196, -2.576], [-0.230, -5.538, -2.117], [-1.281, -3.758, -2.583], [0.402, -3.580, -1.993], [0.100, -4.130, -3.595], [-0.126, -6.036, -2.931], [-3.555, -2.758, 3.109], [-3.514, -1.958, 1.924], [-2.553, -2.755, 3.539], [-4.239, -2.278, 3.809], [-3.947, -3.756, 2.912], [-4.411, -1.977, 1.582], [-0.540, 0.594, -3.861], [0.303, 1.336, -4.704], [-0.207, 0.802, -2.844], [-1.582, 0.907, -3.928], [-0.423, -0.488, -3.928], [1.162, 0.916, -4.792], [1.735, 0.892, 4.458], [0.899, 1.289, 3.414], [2.668, 0.515, 4.041], [1.870, 1.729, 5.144], [1.329, 0.074, 5.053], [0.483, 0.564, 2.942], [-1.030, -0.592, -0.052], [-1.045, -0.949, 1.322], [-2.017, -0.342, -0.443], [-0.308, 0.190, -0.285], [-0.718, -1.431, -0.673], [-1.884, -1.395, 1.461]]
}

Entry 3:
{
  "formula": "C13H37Ag2FO14P3",
  "method": "the ωB97M-V functional and the def2-TZVPD basis",
  "total_charge": 1,
  "homo_energy_ev": -11.3,
  "largest_force_ha_per_bohr": 0.064,
  "e_tot_ha": -2988.48856,
  "relative_energy_kj_mol": 399.05,
  "elements": ["Ag", "Ag", "F", "C", "O", "P", "O", "O", "C", "O", "C", "H", "H", "H", "H", "H", "H", "H", "H", "H", "C", "O", "P", "O", "O", "C", "O", "C", "H", "H", "H", "H", "H", "H", "H", "H", "H", "C", "O", "P", "O", "O", "C", "O", "C", "H", "H", "H", "H", "H", "H", "H", "H", "H", "C", "O", "C", "C", "O", "C", "H", "H", "H", "H", "H", "H", "H", "H", "H", "H"],
  "xyz": [[23.956, -5.233, 1.587], [18.432, -7.853, -1.122], [21.012, -5.488, -0.391], [19.655, 4.244, -3.273], [20.281, 3.227, -2.475], [21.819, 2.663, -2.831], [22.775, 3.736, -3.154], [22.195, 1.644, -1.574], [21.282, 0.670, -1.116], [21.600, 1.648, -4.097], [21.698, 2.029, -5.463], [19.445, 3.999, -4.314], [20.249, 5.154, -3.351], [18.714, 4.506, -2.789], [21.677, -0.344, -1.170], [20.377, 0.740, -1.719], [20.946, 0.992, -0.130], [22.419, 1.346, -5.911], [21.969, 3.082, -5.537], [20.762, 1.736, -5.939], [23.231, -7.030, -4.866], [22.350, -7.027, -5.948], [21.435, -8.366, -6.181], [20.267, -8.504, -5.233], [21.047, -8.298, -7.773], [22.024, -8.114, -8.785], [22.557, -9.537, -6.160], [22.170, -10.840, -5.695], [23.172, -6.137, -4.243], [24.258, -7.277, -5.134], [22.981, -7.847, -4.190], [21.658, -7.233, -9.312], [22.070, -9.017, -9.394], [23.042, -7.987, -8.418], [21.179, -10.912, -5.249], [22.847, -11.259, -4.950], [22.267, -11.552, -6.515], [14.597, -5.795, -6.541], [14.937, -4.637, -5.821], [15.127, -4.485, -4.227], [15.569, -5.760, -3.604], [16.163, -3.263, -4.185], [17.621, -3.500, -4.411], [13.670, -3.894, -3.746], [12.429, -4.500, -4.068], [15.387, -6.207, -7.168], [13.856, -5.484, -7.278], [14.198, -6.634, -5.971], [18.065, -2.865, -5.178], [17.722, -4.560, -4.643], [18.114, -3.268, -3.467], [11.863, -4.856, -3.206], [12.619, -5.439, -4.588], [11.740, -3.940, -4.700], [22.114, -8.270, 3.965], [23.171, -7.496, 4.313], [24.062, -8.107, 5.220], [24.879, -7.039, 5.981], [25.656, -6.347, 4.999], [26.682, -5.463, 5.472], [22.385, -9.238, 3.544], [21.537, -7.733, 3.212], [21.396, -8.477, 4.759], [24.774, -8.784, 4.747], [23.557, -8.660, 6.012], [25.497, -7.486, 6.760], [24.193, -6.277, 6.352], [27.478, -5.934, 6.049], [26.294, -4.629, 6.057], [27.267, -4.999, 4.678]]
}

Entry 4:
{
  "formula": "C13H37B3NO8P",
  "method": "the ωB97M-V functional and the def2-TZVPD basis",
  "total_charge": 0,
  "smiles": "CCCB1OB(CCCCCOCC)OB(P(N)O)O1.CO.CO.CO",
  "homo_energy_ev": -7.8,
  "largest_force_ha_per_bohr": 0.017,
  "e_tot_ha": -1590.34782,
  "elements": ["C", "C", "C", "B", "O", "B", "C", "C", "C", "C", "C", "O", "C", "C", "O", "B", "P", "N", "O", "O", "H", "H", "H", "H", "H", "H", "H", "H", "H", "H", "H", "H", "H", "H", "H", "H", "H", "H", "H", "H", "H", "H", "H", "H", "H", "C", "O", "H", "H", "H", "H", "C", "O", "H", "H", "H", "H", "C", "O", "H", "H", "H", "H"],
  "xyz": [[-1.574, -3.800, 3.342], [-2.492, -2.585, 3.196], [-1.798, -1.376, 2.499], [-2.384, -1.176, 1.067], [-2.820, 0.042, 0.582], [-2.649, 0.280, -0.772], [-2.630, 1.749, -1.286], [-1.216, 2.365, -1.075], [-0.462, 2.653, -2.388], [0.727, 1.719, -2.619], [1.770, 1.756, -1.506], [2.162, 0.421, -1.217], [3.064, 0.302, -0.130], [2.569, -0.764, 0.831], [-2.436, -0.791, -1.630], [-2.475, -2.065, -1.121], [-2.488, -3.575, -2.388], [-1.922, -4.811, -1.317], [-4.106, -3.972, -2.383], [-2.471, -2.286, 0.230], [-1.540, -4.395, 2.432], [-1.908, -4.450, 4.150], [-0.563, -3.474, 3.588], [-3.372, -2.893, 2.633], [-2.814, -2.272, 4.187], [-0.746, -1.632, 2.354], [-1.897, -0.477, 3.100], [-3.354, 2.331, -0.713], [-2.935, 1.819, -2.328], [-1.317, 3.305, -0.542], [-0.622, 1.692, -0.453], [-1.141, 2.545, -3.233], [-0.127, 3.692, -2.401], [0.374, 0.697, -2.757], [1.217, 2.002, -3.553], [1.373, 2.222, -0.601], [2.645, 2.322, -1.840], [4.053, 0.014, -0.498], [3.183, 1.254, 0.392], [1.653, -0.427, 1.319], [3.336, -0.988, 1.566], [2.325, -1.666, 0.270], [-0.918, -4.907, -1.371], [-2.369, -5.699, -1.494], [-4.581, -3.481, -1.717], [2.371, -2.505, -2.966], [2.800, -1.545, -3.921], [2.309, -3.466, -3.470], [3.084, -2.577, -2.139], [1.388, -2.240, -2.567], [2.843, -0.700, -3.463], [-1.971, 6.379, 0.530], [-1.214, 5.722, -0.481], [-3.006, 6.388, 0.202], [-1.908, 5.848, 1.484], [-1.637, 7.410, 0.672], [-0.295, 5.712, -0.201], [4.530, 0.889, 3.807], [5.238, 0.107, 2.851], [3.488, 0.909, 3.497], [4.591, 0.451, 4.806], [4.907, 1.915, 3.842], [6.161, 0.083, 3.112]]
}